1.
{
  "formula": "C47H45Br4N2O5S2V",
  "method": "ωB97M-V with the def2-TZVPD basis set",
  "largest_force_ev_per_a": 5.31,
  "total_charge": -1,
  "e_homo_ev": [-1.955, -5.079],
  "de_lowest_kj_mol": 238.5,
  "total_energy_ev": -390217.5394,
  "gap_ev": [4.0220, 7.1227],
  "spin_multiplicity": 4,
  "species": ["C", "C", "C", "H", "H", "H", "H", "H", "H", "C", "H", "C", "C", "H", "C", "C", "C", "C", "C", "C", "Br", "H", "C", "H", "H", "H", "C", "Br", "C", "C", "C", "H", "O", "C", "H", "H", "H", "H", "H", "S", "C", "Br", "C", "H", "C", "H", "C", "H", "C", "O", "C", "H", "C", "H", "H", "C", "H", "N", "C", "H", "O", "C", "C", "C", "C", "C", "H", "C", "C", "C", "C", "H", "H", "H", "H", "C", "V", "H", "H", "H", "C", "H", "O", "S", "Br", "H", "C", "C", "H", "C", "H", "C", "C", "H", "H", "H", "H", "C", "H", "O", "N", "C", "C", "H", "C", "H"],
  "positions_angstrom": [[3.08, -1.06, 2.62], [-0.45, -1.37, 5.77], [-4.62, 2.91, -3.43], [1.28, -7.21, -2.09], [4.70, -2.28, 3.26], [3.37, 2.05, -4.92], [-4.98, -0.80, 1.05], [0.91, 1.48, 4.52], [-1.07, 3.42, -2.10], [5.53, -3.24, 0.86], [-0.11, -2.11, 2.47], [-0.55, -3.08, -2.46], [-5.71, 0.44, -2.79], [-0.99, 3.05, 1.36], [4.40, 1.00, -1.35], [2.37, -0.51, 1.55], [0.50, 0.48, 4.55], [-0.32, 5.33, 0.69], [2.22, -0.13, -1.00], [5.27, 1.71, -2.14], [-6.40, -1.25, -2.29], [-3.52, -1.58, 1.65], [1.41, 0.81, -3.56], [3.51, -1.90, -2.14], [-0.52, 0.07, -3.03], [1.16, 3.15, -0.22], [4.15, -1.89, 2.42], [-3.85, 4.61, -3.81], [3.67, 1.74, -3.92], [3.81, -1.75, -0.01], [0.51, 0.21, -2.73], [-0.60, -2.98, 7.18], [-4.35, 0.50, -0.82], [-0.04, -2.70, -1.23], [1.11, 1.13, -4.55], [5.62, 2.59, -4.08], [-2.07, -2.00, 7.03], [-0.67, -1.36, 7.90], [-2.41, 3.40, 2.06], [0.99, 0.59, 1.86], [0.40, 5.12, -0.64], [-7.36, 0.27, -5.11], [0.90, -0.26, -1.46], [1.93, -6.38, -3.51], [5.80, -3.70, -0.41], [6.57, -4.44, -0.57], [0.80, -3.54, -0.52], [1.21, -3.23, 0.44], [-4.23, 2.29, -2.27], [-3.38, 2.73, -1.38], [-5.55, 2.32, -4.30], [0.13, 0.49, 6.66], [-6.09, 1.08, -3.97], [5.23, -3.62, -2.48], [-0.36, 2.02, -1.65], [1.15, -4.77, -1.06], [-3.25, 0.25, 3.33], [-0.58, 2.95, -1.34], [-0.97, -1.96, 7.05], [2.80, -0.80, 3.63], [-3.05, 0.99, 1.43], [-5.01, 1.35, 2.74], [-3.85, 0.40, 2.42], [0.06, -0.08, 5.74], [-0.07, -1.54, 3.38], [-4.77, 1.01, -1.93], [-5.80, 0.83, 3.29], [5.05, -3.22, -1.49], [0.44, -0.24, 3.37], [0.65, -5.17, -2.29], [1.04, -6.50, -2.88], [-0.33, 6.41, 0.90], [1.38, 5.61, -0.57], [1.81, -5.43, -0.51], [-1.21, -2.41, -2.99], [-4.36, -0.95, 1.93], [-2.91, 1.81, 0.04], [-2.21, 4.93, -0.27], [0.24, 4.84, 1.48], [4.68, 0.73, -0.34], [4.92, 2.05, -3.45], [-5.41, 1.72, 1.79], [1.54, 1.88, 2.37], [-0.38, -1.07, -0.49], [-6.07, 3.21, -5.89], [1.34, 3.67, -1.89], [0.65, 3.67, -1.03], [2.74, 1.05, -3.12], [-4.66, 2.19, 3.33], [3.13, 0.62, -1.83], [0.24, -6.90, -3.50], [-0.20, -4.31, -2.98], [-0.51, -2.09, 4.57], [-0.16, 5.61, -1.44], [6.10, -3.61, 1.71], [-4.94, -1.44, 2.72], [-2.35, 5.47, 1.41], [2.76, -0.78, 0.21], [-0.90, -3.10, 4.58], [-1.66, -0.57, -1.08], [-1.92, 3.43, 1.17], [4.51, -2.29, 1.10], [4.09, -2.26, -1.29], [6.24, 2.01, -1.75], [-1.78, 4.83, 0.73], [-0.60, -4.62, -3.94]],
  "lowdin_spin": [0.010, 0.002, -0.001, 0.000, 0.008, 0.000, 0.000, 0.001, 0.001, 0.033, 0.002, 0.001, 0.002, 0.006, 0.010, 0.138, 0.004, 0.000, 0.055, 0.015, 0.001, 0.000, 0.059, 0.002, -0.001, 0.000, 0.112, 0.000, 0.015, 0.015, 0.001, 0.000, 0.014, 0.004, 0.004, 0.000, 0.000, 0.000, 0.003, 0.043, 0.000, -0.001, 0.058, 0.000, 0.053, 0.004, 0.004, 0.000, 0.007, 0.003, 0.003, 0.000, -0.001, 0.001, 0.002, 0.000, -0.001, 0.020, 0.000, -0.003, -0.020, 0.005, 0.003, 0.001, 0.006, 0.003, 0.000, 0.025, 0.008, 0.001, 0.000, 0.000, 0.000, 0.000, 0.000, -0.001, 1.899, 0.000, 0.000, 0.001, 0.003, 0.004, 0.015, 0.013, 0.001, 0.001, 0.002, 0.006, 0.000, 0.016, 0.000, 0.001, 0.000, 0.000, 0.000, 0.000, 0.000, 0.171, 0.000, 0.029, 0.014, 0.026, 0.054, 0.001, 0.001, 0.000]
}


2.
{
  "formula": "C5H10O2",
  "method": "ωB97M-V with the def2-TZVPD basis set",
  "largest_force_ev_per_a": 0.40,
  "e_homo_ev": -9.793,
  "de_lowest_kj_mol": 244.0,
  "total_energy_ev": -9440.5142,
  "smiles": "CO[C@H]1C[C@H]1CO",
  "gap_ev": 10.7814,
  "species": ["H", "H", "H", "H", "O", "O", "H", "H", "H", "H", "C", "C", "C", "C", "H", "H", "C"],
  "positions_angstrom": [[-0.67, -1.16, 1.88], [1.90, -1.25, 0.25], [1.98, 1.18, 0.93], [0.24, 1.07, 1.50], [-0.85, -2.42, 0.24], [-0.82, 0.36, -0.83], [1.20, 0.39, -1.38], [-2.16, 1.66, -1.65], [-0.49, 1.84, -2.26], [-1.28, -1.77, -0.33], [0.95, -0.77, 0.48], [0.54, 0.25, -0.52], [-1.10, 1.64, -1.37], [1.01, 0.70, 0.83], [0.51, -2.45, 1.71], [-0.90, 2.43, -0.63], [-0.05, -1.70, 1.15]],
  "mulliken_charge": [0.248, 0.359, 0.266, 0.252, -0.557, -0.365, 0.394, 0.245, 0.308, 0.388, 0.018, 0.069, -0.790, -0.820, 0.353, 0.304, -0.675]
}


3.
{
  "formula": "C8H15P",
  "method": "ωB97M-V with the def2-TZVPD basis set",
  "largest_force_ev_per_a": 4.72,
  "e_homo_ev": -8.630,
  "de_lowest_kj_mol": 213.8,
  "total_energy_ev": -17824.8180,
  "smiles": "CC(C)(C)/P=C/C1CC1",
  "gap_ev": 9.1980,
  "species": ["H", "H", "H", "H", "C", "C", "H", "C", "C", "H", "H", "H", "H", "H", "C", "H", "C", "H", "H", "C", "H", "P", "C", "H"],
  "positions_angstrom": [[-4.15, -0.70, -0.39], [-0.45, 1.56, -0.76], [1.17, -1.55, -2.04], [1.68, 0.84, -1.67], [-3.36, -0.18, 0.18], [2.07, 0.71, -0.72], [-4.47, 1.76, 0.11], [1.65, -1.79, -1.12], [-1.16, 0.71, -0.58], [-3.15, 0.94, -1.51], [-3.29, 1.54, 1.48], [1.06, -2.62, -0.74], [1.42, -1.29, 1.95], [-2.85, -0.82, 0.85], [1.46, -0.55, -0.17], [3.10, 0.45, -0.79], [-2.59, 0.77, -0.57], [2.70, -2.15, -1.29], [2.11, 0.17, 1.64], [2.09, -0.80, 1.25], [2.94, -1.33, 1.26], [-0.42, -0.70, 0.00], [-3.63, 1.25, 0.52], [1.90, 1.40, 0.14]],
  "mulliken_charge": [0.200, 0.335, 0.483, 0.489, -0.600, -2.026, 0.274, -1.746, -0.279, 0.285, 0.282, 0.456, 0.430, 0.351, 1.571, 0.513, -0.096, 0.356, 0.499, -1.778, 0.429, -0.221, -0.669, 0.461]
}


4.
{
  "formula": "C6H11N3O2S",
  "method": "ωB97M-V with the def2-TZVPD basis set",
  "largest_force_ev_per_a": 1.99,
  "e_homo_ev": -9.093,
  "de_lowest_kj_mol": 386.7,
  "total_energy_ev": -25798.0142,
  "smiles": "CN(C)S(=O)(=O)[C@H]1C=CN=NC1",
  "gap_ev": 8.7244,
  "species": ["C", "C", "H", "N", "H", "C", "H", "H", "C", "H", "H", "N", "H", "H", "H", "S", "H", "O", "H", "C", "N", "O", "C"],
  "positions_angstrom": [[-0.75, -1.74, 0.98], [2.04, 0.00, 0.82], [0.18, -2.30, 0.80], [-1.02, -0.86, -0.12], [1.11, 1.08, 2.40], [0.99, 1.71, -0.97], [0.01, 2.62, 0.76], [-1.51, -0.63, -2.09], [1.21, 0.92, 1.34], [-0.27, -1.89, -1.79], [-1.57, -2.45, 1.12], [1.88, -0.38, -0.49], [0.27, 2.05, -1.72], [1.89, 2.34, -1.01], [2.73, -0.61, 1.39], [-1.26, 0.73, 0.13], [-1.99, -2.19, -1.39], [-1.87, 1.31, -1.03], [-0.65, -1.14, 1.88], [0.36, 1.66, 0.39], [1.35, 0.35, -1.32], [-1.93, 0.87, 1.40], [-1.20, -1.44, -1.43]],
  "mulliken_charge": [-1.068, -0.408, 0.364, 0.161, 0.379, -0.669, 0.540, 0.283, -0.516, 0.319, 0.355, -0.204, 0.410, 0.378, 0.447, 1.244, 0.347, -0.692, 0.299, -0.051, -0.259, -0.706, -0.951]
}